(1)
The following is a DFT calculation (ωB97M-V/def2-TZVPD) of a molecular structure, C34H35N4O3ReS2.

Results
energy above the lowest of the compared OMol25 structures with the same formula, charge and spin = 0.434 eV
expectation value of S² = 3.772
calculated total energy = -2635.8832 hartree
multiplicity = 4
HOMO energy (spin up / spin down) = -10.182 / -10.633 eV
net charge = +1

Geometry as XYZ:
```
79
C34H35N4O3ReS2, DFT ωB97M-V/def2-TZVPD
Re 0.300 0.320 0.939
C -0.854 -0.388 -1.871
N 0.218 -0.925 -0.974
C 1.576 -0.706 -1.553
C 2.603 -0.989 -0.483
N 2.417 -0.029 0.647
C 3.008 1.307 0.268
C 3.050 -0.470 1.901
C 4.213 -1.222 1.889
C 4.811 -1.570 3.091
C 4.249 -1.155 4.290
C 3.088 -0.394 4.291
C 2.480 -0.047 3.091
S 1.011 0.942 3.079
C -0.017 -2.364 -0.765
C -0.031 -3.231 -1.853
C -0.260 -4.581 -1.656
C -0.482 -5.063 -0.369
C -0.462 -4.198 0.709
C -0.220 -2.838 0.513
S -0.149 -1.751 1.892
H -0.818 -0.883 -2.842
H -1.815 -0.593 -1.402
H -0.705 0.680 -1.999
H 1.738 -1.371 -2.403
H 1.620 0.320 -1.912
H 2.487 -1.998 -0.089
H 3.605 -0.885 -0.899
H 4.070 1.171 0.064
H 2.493 1.710 -0.604
H 2.873 1.991 1.102
H 4.662 -1.539 0.957
H 5.717 -2.163 3.085
H 4.710 -1.430 5.229
H 2.638 -0.074 5.223
H 0.132 -2.862 -2.858
H -0.266 -5.255 -2.503
H -0.672 -6.117 -0.209
H -0.632 -4.562 1.714
C -0.182 4.879 -5.940
N 0.064 4.582 -4.536
N 0.633 3.377 -4.147
C 0.325 3.118 -2.821
O 0.788 2.147 -2.204
C -0.538 4.193 -2.426
C -0.679 5.027 -3.497
C -1.508 6.257 -3.638
C 1.617 2.712 -4.927
C 1.481 1.352 -5.163
C 2.454 0.687 -5.894
C 3.546 1.382 -6.399
C 3.670 2.744 -6.164
C 2.712 3.411 -5.414
H 0.518 4.320 -6.551
H -0.021 5.940 -6.114
H -1.198 4.611 -6.237
H -0.970 4.329 -1.449
H -1.942 6.518 -2.676
H -2.321 6.105 -4.350
H -0.909 7.098 -3.990
H 0.613 0.833 -4.778
H 2.353 -0.375 -6.083
H 4.296 0.863 -6.981
H 4.521 3.289 -6.552
H 2.811 4.469 -5.203
O 0.228 2.443 0.552
C -0.949 2.481 1.029
O -1.519 1.331 1.197
C -1.566 3.743 1.437
C -0.894 4.944 1.224
C -1.467 6.128 1.658
C -2.698 6.104 2.308
C -3.364 4.903 2.520
C -2.799 3.717 2.083
H 0.069 4.937 0.729
H -0.954 7.067 1.499
H -3.137 7.029 2.658
H -4.319 4.893 3.027
H -3.299 2.770 2.241
```

(2)
The following is a DFT calculation (ωB97M-V/def2-TZVPD) of a molecular structure, C34H36BCl3CrGeN6O4PS2 in a non-equilibrium geometry.

Results
energy above the lowest of the compared OMol25 structures with the same formula, charge and spin = 3.060 eV
expectation value of S² = 3.827
calculated total energy = -7611.6271 hartree
multiplicity = 4
HOMO energy (spin up / spin down) = -2.007 / -2.052 eV
net charge = -2

Geometry as XYZ:
```
89
C34H36BCl3CrGeN6O4PS2, DFT ωB97M-V/def2-TZVPD
Cr 1.482 0.112 -1.488
C -3.369 -3.132 -6.001
C -2.975 -2.608 -4.635
O -2.507 -3.704 -3.850
P -2.650 -3.634 -2.205
S -0.654 -1.092 -2.532
S -0.745 -2.939 -1.583
O -2.409 -5.212 -1.876
C -1.311 -5.966 -2.422
C -0.367 -6.401 -1.322
H -3.818 -2.333 -6.595
H -4.089 -3.948 -5.903
H -2.492 -3.510 -6.530
H -3.834 -2.134 -4.144
H -2.184 -1.864 -4.713
H -0.783 -5.371 -3.168
H -1.751 -6.833 -2.920
H 0.156 -5.541 -0.905
H 0.375 -7.091 -1.732
H -0.915 -6.906 -0.523
C -3.460 1.682 3.760
C -2.367 2.690 3.986
C -2.536 3.754 4.861
C -1.540 4.702 5.057
C -0.341 4.577 4.372
C -0.141 3.512 3.509
C -1.150 2.571 3.297
N -0.973 1.471 2.451
C -0.410 1.403 1.163
N -0.115 2.604 0.606
C 0.170 2.945 -0.744
C 0.889 2.097 -1.559
C 1.366 2.691 -2.740
C 1.000 3.958 -3.169
C 0.153 4.714 -2.362
C -0.253 4.240 -1.126
C -1.110 5.103 -0.229
N -0.214 0.288 0.568
C -0.789 -0.844 1.178
C -0.041 -1.658 2.023
C -0.644 -2.700 2.714
C -2.002 -2.940 2.565
C -2.737 -2.158 1.680
C -2.151 -1.116 0.971
C -2.932 -0.285 -0.010
H -4.379 1.998 4.253
H -3.192 0.695 4.147
H -3.661 1.557 2.694
H -3.478 3.848 5.390
H -1.696 5.524 5.744
H 0.452 5.299 4.518
H 0.813 3.382 3.011
H -1.376 0.598 2.755
H -0.326 3.397 1.184
H 2.901 2.423 -4.143
H 1.387 4.357 -4.101
H -0.165 5.700 -2.686
H -1.458 5.976 -0.781
H -0.568 5.475 0.651
H -1.990 4.566 0.139
H 1.016 -1.455 2.114
H -0.051 -3.319 3.378
H -2.484 -3.739 3.116
H -3.793 -2.364 1.531
H -3.902 -0.740 -0.213
H -2.370 -0.197 -0.943
H -3.098 0.733 0.359
Cl 3.763 -4.301 -4.100
Ge 1.742 -3.190 -3.737
Cl 2.068 -1.580 -5.314
Cl 2.544 -2.066 -1.672
N 2.353 1.963 -3.427
C 2.855 0.838 -2.811
N 4.059 0.428 -3.092
C 4.827 1.131 -3.908
N 5.556 1.727 -4.591
O 2.400 -0.345 1.341
B 2.765 0.341 0.130
O 4.094 0.792 0.315
C 4.517 0.358 1.529
C 5.750 0.513 2.118
C 5.927 -0.053 3.384
C 4.896 -0.738 4.016
C 3.646 -0.887 3.405
C 3.488 -0.331 2.156
H 6.546 1.042 1.609
H 6.887 0.038 3.878
H 5.064 -1.173 4.993
H 2.837 -1.420 3.888
```

(3)
The following is a DFT calculation (ωB97M-V/def2-TZVPD) of a molecular structure, C34H36ClIrN4O6PS3Se2 in a non-equilibrium geometry.

Results
energy above the lowest of the compared OMol25 structures with the same formula, charge and spin = 1.097 eV
expectation value of S² = 0.754
calculated total energy = -8890.9482 hartree
multiplicity = 2
HOMO energy (spin up / spin down) = -8.048 / -8.046 eV

Geometry as XYZ:
```
88
C34H36ClIrN4O6PS3Se2, DFT ωB97M-V/def2-TZVPD
Ir 0.042 -0.873 1.055
Se -2.305 2.359 3.322
P -0.269 1.908 3.730
Se 0.437 -0.175 3.381
C 0.120 2.169 5.488
C 0.121 3.493 5.927
C 0.370 3.784 7.257
C 0.618 2.756 8.158
C 0.612 1.440 7.725
C 0.362 1.143 6.392
C 0.870 3.041 2.881
C 0.402 3.981 1.975
C 1.297 4.806 1.308
C 2.656 4.698 1.556
C 3.125 3.770 2.479
C 2.236 2.940 3.138
H -0.078 4.295 5.226
H 0.369 4.814 7.591
H 0.812 2.984 9.198
H 0.800 0.637 8.425
H 0.347 0.112 6.065
H -0.664 4.066 1.800
H 0.930 5.533 0.595
H 3.354 5.341 1.036
H 4.186 3.689 2.678
H 2.602 2.204 3.844
Cl -0.689 -5.112 0.154
C -2.151 -4.215 0.499
C -3.326 -4.684 -0.071
C -4.532 -4.077 0.237
C -4.553 -3.039 1.157
C -3.368 -2.590 1.715
C -2.117 -3.119 1.363
C -0.869 -2.551 1.956
H -3.288 -5.536 -0.738
H -5.448 -4.437 -0.212
H -5.491 -2.589 1.453
H -3.404 -1.823 2.484
H -0.109 -3.335 2.004
H -1.099 -2.270 2.984
O 3.019 -3.724 1.903
N 2.172 -3.129 1.357
O 2.008 -1.947 1.164
N 1.138 1.524 -2.106
C 1.990 0.937 -1.297
N 3.105 0.399 -1.808
S 1.772 0.988 0.403
H 1.157 1.441 -3.114
H 0.269 1.856 -1.715
H 3.230 0.286 -2.802
H 3.723 -0.080 -1.179
C 3.414 -0.862 -6.598
C 2.635 -1.346 -5.408
C 3.190 -2.245 -4.500
C 2.466 -2.682 -3.397
C 1.171 -2.224 -3.212
C 0.586 -1.340 -4.116
C 1.326 -0.900 -5.199
S 0.320 -2.713 -1.737
C -1.208 -3.265 -2.477
O -0.029 -1.391 -1.052
H 4.389 -1.342 -6.659
H 3.565 0.218 -6.549
H 2.870 -1.068 -7.521
H 4.199 -2.606 -4.655
H 2.908 -3.368 -2.686
H -0.419 -0.952 -3.986
H 0.865 -0.199 -5.887
H -1.645 -2.459 -3.062
H -1.875 -3.563 -1.669
H -0.969 -4.122 -3.107
N -1.791 0.011 0.895
C -2.063 0.501 -0.446
C -2.594 -0.390 -1.360
C -2.612 -0.063 -2.705
C -2.126 1.160 -3.124
C -1.773 2.126 -2.178
C -1.713 1.791 -0.829
S -1.707 1.394 -4.857
O -2.499 0.415 -5.571
O -0.270 1.066 -4.843
O -1.976 2.785 -5.141
H -2.496 -0.689 1.112
H -1.910 0.767 1.591
H -2.918 -1.371 -1.026
H -2.960 -0.765 -3.453
H -1.483 3.109 -2.529
H -1.363 2.492 -0.082
```

(4)
The following is a DFT calculation (ωB97M-V/def2-TZVPD) of a molecular structure, C34H36CoN6O4SSi.

Results
energy above the lowest of the compared OMol25 structures with the same formula, charge and spin = 0.000 eV
expectation value of S² = 6.017
calculated total energy = -4016.9240 hartree
multiplicity = 5
HOMO energy (spin up / spin down) = -9.569 / -9.875 eV
net charge = +1

Geometry as XYZ:
```
83
C34H36CoN6O4SSi, DFT ωB97M-V/def2-TZVPD
Co -0.089 1.025 -0.550
C 4.179 0.264 -0.758
C 2.834 0.425 -1.107
N 1.914 0.801 -0.248
C 2.265 1.039 1.050
C 3.602 0.938 1.481
C 4.557 0.531 0.529
C 3.924 1.251 2.820
C 2.930 1.663 3.648
C 1.580 1.742 3.226
C 1.202 1.404 1.949
N -0.061 1.345 1.386
C -1.303 1.553 1.964
C -1.623 1.848 3.268
C -2.967 2.021 3.684
C -4.011 1.882 2.827
C -3.744 1.536 1.483
C -4.754 1.302 0.529
C -4.425 0.932 -0.744
C -3.072 0.820 -1.080
N -2.101 1.049 -0.227
C -2.409 1.383 1.061
H 4.896 -0.043 -1.506
H 2.503 0.268 -2.130
H 5.595 0.437 0.830
H 4.948 1.168 3.163
H 3.172 1.935 4.668
H 0.851 2.089 3.935
H -0.851 1.939 4.009
H -3.163 2.264 4.721
H -5.033 2.021 3.157
H -5.794 1.410 0.822
H -5.183 0.731 -1.489
H -2.772 0.550 -2.088
C -0.023 3.013 -3.557
Si -0.121 3.263 -1.699
C -1.741 4.096 -1.291
C 1.278 4.397 -1.164
C 2.599 3.973 -0.990
C 3.615 4.868 -0.680
C 3.330 6.219 -0.531
C 2.027 6.665 -0.695
C 1.014 5.765 -1.004
H 0.080 4.007 -4.009
H -0.927 2.547 -3.963
H 0.845 2.421 -3.862
H -1.762 5.092 -1.742
H -1.877 4.208 -0.212
H -2.593 3.542 -1.693
H 2.859 2.924 -1.107
H 4.631 4.510 -0.556
H 4.119 6.920 -0.288
H 1.793 7.717 -0.580
H 0.009 6.148 -1.122
C -1.058 -8.353 1.940
C -0.946 -7.614 0.611
S -1.404 -5.918 0.838
O -2.797 -5.844 1.184
O -0.414 -5.285 1.682
C -1.242 -5.198 -0.798
C 0.109 -4.520 -1.035
N -0.059 -3.122 -1.466
C -0.086 -2.061 -0.640
N -0.203 -0.932 -1.338
C -0.253 -1.274 -2.657
C -0.173 -2.621 -2.748
N -0.259 -3.406 -3.954
O -0.308 -2.785 -4.990
O -0.223 -4.618 -3.855
C -0.037 -2.122 0.846
H -0.871 -9.414 1.781
H -2.057 -8.239 2.361
H -0.333 -7.975 2.659
H -1.627 -8.008 -0.145
H 0.074 -7.602 0.220
H -2.064 -4.481 -0.828
H -1.444 -5.984 -1.526
H 0.677 -5.039 -1.793
H 0.687 -4.499 -0.116
H -0.347 -0.559 -3.461
H 0.020 -3.141 1.225
H -0.937 -1.653 1.252
H 0.819 -1.553 1.215
```

(5)
The following is a DFT calculation (ωB97M-V/def2-TZVPD) of a molecular structure, C34H36CoNOP2.

Results
energy above the lowest of the compared OMol25 structures with the same formula, charge and spin = 0.200 eV
expectation value of S² = 6.019
calculated total energy = -3512.1481 hartree
multiplicity = 5
HOMO energy (spin up / spin down) = -13.796 / -13.916 eV
net charge = +2

Geometry as XYZ:
```
75
C34H36CoNOP2, DFT ωB97M-V/def2-TZVPD
Co 0.169 0.071 -0.400
C -0.732 2.917 0.758
P -1.366 1.209 1.079
C -3.154 1.372 0.887
C -3.638 1.676 -0.386
C -4.987 1.919 -0.576
C -5.860 1.852 0.502
C -5.381 1.560 1.771
C -4.027 1.329 1.971
C -1.026 0.738 2.786
C -0.255 1.486 3.669
C 0.005 1.005 4.946
C -0.508 -0.219 5.349
C -1.281 -0.971 4.470
C -1.530 -0.502 3.193
C -0.009 2.970 -0.541
C 0.154 4.098 -1.406
C 0.987 3.698 -2.409
C 1.333 2.337 -2.140
C 2.340 1.526 -2.837
P 1.778 -0.048 -3.725
C 2.712 -1.392 -2.907
C 3.659 -1.280 -1.894
C 4.334 -2.404 -1.429
C 4.069 -3.653 -1.965
C 3.137 -3.777 -2.989
C 2.480 -2.655 -3.465
C 0.088 -0.329 -3.037
C -0.224 -1.382 -2.159
C -1.562 -1.658 -1.828
C -2.584 -0.910 -2.382
C -2.278 0.127 -3.259
C -0.964 0.422 -3.575
N 0.676 1.903 -1.020
H -0.035 3.209 1.550
H -1.550 3.637 0.782
H -2.952 1.737 -1.223
H -5.362 2.164 -1.561
H -6.916 2.035 0.355
H -6.060 1.521 2.611
H -3.658 1.119 2.966
H 0.138 2.457 3.395
H 0.595 1.598 5.631
H -0.314 -0.584 6.348
H -1.693 -1.920 4.785
H -2.140 -1.089 2.513
H -0.287 5.070 -1.253
H 1.364 4.282 -3.233
H 3.085 1.218 -2.101
H 2.850 2.135 -3.580
H 3.924 -0.324 -1.462
H 5.091 -2.291 -0.662
H 4.606 -4.522 -1.609
H 2.944 -4.743 -3.436
H 1.785 -2.758 -4.292
H 0.564 -2.051 -1.832
H -1.796 -2.495 -1.182
H -3.614 -1.142 -2.149
H -3.076 0.699 -3.717
H -0.750 1.207 -4.291
C 0.972 -3.299 2.074
C 0.989 -2.646 0.710
O 1.230 -1.212 0.759
C 2.425 -0.851 1.500
C 2.681 0.627 1.361
H 0.600 -4.317 1.961
H 0.309 -2.764 2.755
H 1.965 -3.361 2.516
H 0.014 -2.754 0.235
H 1.754 -3.086 0.063
H 3.251 -1.445 1.102
H 2.260 -1.113 2.544
H 2.898 0.900 0.329
H 3.535 0.913 1.974
H 1.820 1.202 1.712
```